{"formula": "C46H93IO12", "method": "ωB97M-V/def2-TZVPD", "energy_ha": -3008.9249, "homo_lumo_gap_ev": 9.3306, "smiles": "C=CC(=O)OCCCCCC[C@@]1(C)[C@H](C[C@@H](C)I)C(=O)O[C@]1(CCCC(=O)OCC)C[C@H](C)O.CCOCC.CCOCC.CCOCC.CCOCC.CCOCC", "elements": ["C", "C", "C", "O", "O", "C", "C", "C", "C", "C", "C", "C", "C", "C", "C", "C", "C", "I", "C", "O", "O", "C", "C", "C", "C", "C", "O", "O", "C", "C", "C", "C", "C", "O", "H", "H", "H", "H", "H", "H", "H", "H", "H", "H", "H", "H", "H", "H", "H", "H", "H", "H", "H", "H", "H", "H", "H", "H", "H", "H", "H", "H", "H", "H", "H", "H", "H", "H", "H", "H", "H", "H", "H", "H", "H", "H", "H", "C", "C", "O", "C", "C", "H", "H", "H", "H", "H", "H", "H", "H", "H", "H", "C", "C", "O", "C", "C", "H", "H", "H", "H", "H", "H", "H", "H", "H", "H", "C", "C", "O", "C", "C", "H", "H", "H", "H", "H", "H", "H", "H", "H", "H", "C", "C", "O", "C", "C", "H", "H", "H", "H", "H", "H", "H", "H", "H", "H", "C", "C", "O", "C", "C", "H", "H", "H", "H", "H", "H", "H", "H", "H", "H"], "positions_angstrom": [[1.471, 2.908, -6.051], [1.566, 1.685, -5.507], [2.684, 0.728, -5.735], [3.811, 1.054, -5.490], [2.350, -0.515, -6.173], [2.814, -1.607, -5.354], [2.022, -1.679, -4.055], [2.145, -3.038, -3.383], [1.209, -3.212, -2.167], [1.896, -3.067, -0.806], [2.007, -1.590, -0.370], [3.296, -1.287, 0.443], [3.293, -2.280, 1.614], [4.433, -1.472, -0.603], [5.586, -2.461, -0.414], [6.464, -2.335, 0.847], [6.498, -3.610, 1.715], [8.495, -1.869, 0.254], [4.840, -0.057, -0.960], [5.755, 0.315, -1.625], [3.907, 0.791, -0.445], [3.396, 0.253, 0.808], [1.981, 0.851, 0.956], [1.847, 2.204, 1.673], [1.421, 2.061, 3.147], [1.956, 3.072, 4.132], [1.320, 3.449, 5.075], [3.239, 3.492, 3.921], [3.362, 4.920, 3.763], [4.836, 5.275, 3.581], [4.295, 0.615, 2.009], [5.521, 1.507, 1.786], [5.330, 2.852, 1.103], [6.528, 0.719, 1.161], [1.254, 3.782, -5.446], [1.558, 3.065, -7.124], [0.790, 1.330, -4.829], [3.873, -1.443, -5.141], [2.702, -2.514, -5.945], [2.377, -0.864, -3.413], [0.981, -1.450, -4.302], [3.183, -3.247, -3.103], [1.861, -3.798, -4.116], [0.677, -4.162, -2.232], [0.438, -2.437, -2.229], [1.287, -3.584, -0.061], [2.871, -3.560, -0.809], [1.124, -1.398, 0.241], [1.976, -0.937, -1.244], [3.778, -3.217, 1.349], [2.263, -2.502, 1.902], [3.787, -1.912, 2.512], [3.996, -1.805, -1.552], [5.196, -3.480, -0.477], [6.221, -2.335, -1.291], [6.175, -1.486, 1.453], [7.506, -3.975, 1.887], [6.022, -3.426, 2.680], [5.949, -4.421, 1.234], [1.390, 0.140, 1.537], [1.569, 0.943, -0.045], [2.723, 2.841, 1.575], [1.035, 2.743, 1.181], [1.712, 1.077, 3.533], [0.338, 2.123, 3.239], [2.789, 5.213, 2.880], [2.949, 5.421, 4.637], [5.004, 5.741, 2.611], [5.184, 5.954, 4.356], [5.439, 4.368, 3.593], [4.703, -0.297, 2.444], [3.711, 1.070, 2.807], [5.892, 1.739, 2.793], [4.662, 3.481, 1.688], [6.297, 3.366, 1.106], [5.005, 2.770, 0.069], [6.938, 1.221, 0.448], [-1.899, -5.632, -5.999], [-1.767, -4.307, -5.268], [-0.649, -3.535, -5.668], [-0.608, -3.149, -7.032], [-1.787, -2.300, -7.472], [-0.986, -6.219, -5.893], [-2.732, -6.202, -5.585], [-2.088, -5.496, -7.064], [-1.616, -4.490, -4.204], [-2.691, -3.724, -5.361], [-0.505, -4.029, -7.678], [0.313, -2.572, -7.134], [-2.729, -2.848, -7.422], [-1.646, -1.977, -8.504], [-1.878, -1.416, -6.840], [4.015, 1.868, -9.970], [2.523, 1.699, -9.741], [1.776, 2.898, -9.857], [1.828, 3.545, -11.116], [1.311, 2.701, -12.269], [4.420, 2.627, -9.298], [4.528, 0.925, -9.782], [4.241, 2.171, -10.994], [2.353, 1.358, -8.719], [2.118, 0.924, -10.402], [2.845, 3.895, -11.326], [1.206, 4.433, -11.003], [1.930, 1.819, -12.440], [1.311, 3.288, -13.187], [0.293, 2.363, -12.068], [-1.282, -3.118, 3.357], [-1.127, -1.711, 2.806], [-1.634, -1.544, 1.495], [-3.021, -1.800, 1.331], [-3.915, -0.914, 2.180], [-0.823, -3.845, 2.685], [-0.802, -3.191, 4.334], [-2.330, -3.393, 3.482], [-0.064, -1.469, 2.734], [-1.573, -0.979, 3.489], [-3.239, -2.858, 1.520], [-3.217, -1.623, 0.274], [-3.775, -1.084, 3.247], [-4.963, -1.112, 1.953], [-3.708, 0.139, 1.985], [-5.160, -1.334, 7.032], [-5.008, 0.081, 6.499], [-5.522, 0.264, 5.192], [-6.906, 0.008, 5.026], [-7.803, 0.881, 5.886], [-4.702, -2.052, 6.349], [-4.674, -1.418, 8.005], [-6.206, -1.613, 7.160], [-3.949, 0.331, 6.422], [-5.454, 0.800, 7.194], [-7.125, -1.052, 5.202], [-7.104, 0.199, 3.971], [-7.661, 0.697, 6.951], [-8.852, 0.686, 5.656], [-7.594, 1.936, 5.702], [-11.609, 1.799, 9.485], [-10.173, 1.679, 9.967], [-9.205, 2.023, 8.992], [-9.265, 3.351, 8.499], [-9.079, 4.416, 9.566], [-11.761, 1.203, 8.585], [-12.291, 1.445, 10.259], [-11.879, 2.830, 9.254], [-9.959, 0.641, 10.221], [-10.026, 2.265, 10.881], [-10.201, 3.514, 7.953], [-8.460, 3.421, 7.768], [-9.885, 4.407, 10.300], [-9.063, 5.405, 9.105], [-8.140, 4.262, 10.099]], "mulliken_charge": [-0.669, -0.367, 0.944, -0.567, -0.317, -1.099, -0.001, -0.640, -1.472, -0.426, -1.748, 2.919, -1.693, 2.024, -2.288, 0.123, -1.145, 0.057, -0.192, -0.640, -0.528, 2.855, -0.852, -0.664, -0.319, -0.120, -0.599, -0.186, -0.314, -1.058, -0.908, -0.174, -1.435, -0.521, 0.260, 0.215, 0.346, 0.293, 0.404, 0.194, 0.300, 0.469, 0.593, 0.399, 0.521, 0.545, 0.216, 0.452, -0.024, 0.381, 0.160, 0.338, -1.546, 0.447, 0.839, -0.028, 0.351, 0.265, 0.320, -0.347, 0.334, 0.015, 0.590, 0.253, 0.701, 0.271, 0.467, 0.307, 0.347, 0.239, 0.084, 0.294, 0.576, 0.012, 0.512, 0.306, 0.349, -1.149, -0.368, -0.199, -0.141, -1.238, 0.309, 0.395, 0.277, 0.317, 0.315, 0.311, 0.132, 0.337, 0.395, 0.319, -1.221, 0.112, -0.365, -0.378, -1.030, 0.314, 0.397, 0.368, -0.063, 0.254, 0.306, 0.342, 0.265, 0.388, 0.291, -1.386, 0.238, -0.254, -0.572, -0.810, 0.296, 0.415, 0.377, -0.013, 0.235, 0.347, 0.321, 0.107, 0.424, 0.281, -1.037, -0.333, -0.417, -0.463, -0.978, 0.257, 0.398, 0.264, 0.365, 0.308, 0.329, 0.347, 0.247, 0.435, 0.282, -1.065, -0.327, -0.390, -0.176, -1.162, 0.278, 0.400, 0.269, 0.326, 0.310, 0.313, 0.232, 0.278, 0.395, 0.316]}